ORCA calculation (ωB97M-V/def2-TZVPD) on a molecular structure, C34H42BGdN7O5S3.

Output
* lowest unoccupied orbital energy (alpha / beta): -3.3 / -5.2 eV
* E_tot: -4065.4150 hartree
* multiplicity: 8
* total charge: +1
* orbital gap (alpha / beta): 8.06 / 6.10 eV
* energy above the lowest of the compared OMol25 structures with the same formula, charge and spin: 0.242 eV

CARTESIAN COORDINATES (ANGSTROEM)
1 Gd 3.4049 0.6534 -0.9203
2 C 3.0967 -1.9379 4.2546
3 C 1.8555 -1.2295 3.8152
4 C 0.9057 -0.6943 4.6535
5 C -0.2330 -0.0109 4.1614
6 N -0.4488 0.1080 2.8661
7 N 0.4507 -0.4432 2.0839
8 B 0.6616 -0.4171 0.5486
9 N 0.5571 1.0435 -0.0102
10 N -0.5054 1.1360 -0.8416
11 C -0.9159 2.2993 -1.2390
12 C -0.2988 3.4856 -0.7702
13 C 0.7700 3.4208 0.0601
14 C 1.4846 4.6446 0.5350
15 C 1.2427 2.1238 0.4385
16 S 2.6557 1.9428 1.3940
17 C -2.0662 2.3465 -2.2285
18 C -2.5244 0.9374 -2.6089
19 C -1.5944 3.0921 -3.4861
20 C -3.2347 3.1010 -1.5725
21 N -0.1789 -1.3523 -0.2714
22 N -1.3693 -1.6498 0.2533
23 C -2.1702 -2.4431 -0.4267
24 C -1.7909 -2.9905 -1.6666
25 C -0.5628 -2.6765 -2.2224
26 C -0.1419 -3.2279 -3.5489
27 C 0.2699 -1.7995 -1.5066
28 S 1.7635 -1.2755 -2.1407
29 C -3.5201 -2.7659 0.1968
30 C -4.6267 -2.5166 -0.8403
31 C -3.5157 -4.2496 0.5992
32 C -3.7911 -1.9042 1.4328
33 C 1.5713 -1.0447 2.4619
34 S 2.3632 -1.3946 0.9500
35 C -1.2812 0.6382 5.0566
36 C -2.6439 -0.0076 4.7633
37 C -0.9413 0.4671 6.5353
38 C -1.3380 2.1376 4.7184
39 H 3.2645 -1.8221 5.3238
40 H 3.9648 -1.5577 3.7121
41 H 3.0179 -3.0046 4.0296
42 H 1.0475 -0.7838 5.7225
43 H -0.6648 4.4504 -1.1012
44 H 0.9567 5.5420 0.2171
45 H 2.4981 4.6684 0.1311
46 H 1.5771 4.6423 1.6211
47 H -1.7185 0.3765 -3.0891
48 H -3.3607 1.0114 -3.3069
49 H -2.8487 0.3780 -1.7281
50 H -0.7263 2.6007 -3.9333
51 H -1.3225 4.1282 -3.2686
52 H -2.4003 3.1082 -4.2226
53 H -3.5537 2.6050 -0.6516
54 H -4.0829 3.1236 -2.2598
55 H -2.9720 4.1349 -1.3353
56 H -2.4621 -3.6569 -2.1911
57 H -0.8602 -3.9663 -3.8992
58 H 0.8435 -3.6896 -3.4806
59 H -0.0667 -2.4297 -4.2913
60 H -4.5507 -3.1945 -1.6929
61 H -4.5950 -1.4892 -1.2124
62 H -5.6003 -2.6804 -0.3741
63 H -3.3360 -4.8977 -0.2620
64 H -4.4859 -4.5148 1.0250
65 H -2.7456 -4.4492 1.3479
66 H -3.7828 -0.8406 1.1800
67 H -3.0401 -2.0688 2.2069
68 H -4.7734 -2.1571 1.8381
69 H -2.6350 -1.0730 5.0095
70 H -2.9045 0.1027 3.7101
71 H -3.4150 0.4747 5.3673
72 H -0.9246 -0.5861 6.8280
73 H -1.7050 0.9619 7.1356
74 H 0.0207 0.9213 6.7863
75 H -1.6097 2.2848 3.6725
76 H -0.3719 2.6175 4.8988
77 H -2.0857 2.6272 5.3454
78 O 5.8938 -0.8015 -6.3872
79 C 5.4910 -0.3968 -5.1783
80 C 6.0238 -0.9196 -3.9924
81 C 5.5458 -0.4251 -2.8066
82 N 4.6155 0.5328 -2.7845
83 C 4.0543 0.9963 -3.9084
84 C 4.4743 0.5658 -5.1377
85 C 2.8611 1.9253 -3.6430
86 O 2.3170 2.5039 -4.5482
87 O 2.5324 1.9516 -2.3712
88 C 5.9152 -0.9523 -1.4135
89 O 6.8370 -1.7093 -1.2721
90 O 5.0960 -0.4958 -0.4908
91 H 6.5895 -1.4646 -6.3163
92 H 6.7782 -1.6977 -3.9890
93 H 4.0253 0.9428 -6.0471

Force components x, y, z for each atom (eV/Å):
-1.94 0.12 1.99
-0.03 -0.01 -0.02
0.06 -0.05 0.18
0.08 -0.05 0.03
-0.07 -0.01 0.03
-0.05 0.00 -0.09
0.06 0.06 0.02
0.40 0.29 0.05
-0.08 0.13 0.14
0.03 -0.15 -0.14
0.06 -0.03 -0.14
0.01 0.11 -0.04
0.07 0.11 -0.07
-0.03 -0.02 0.00
-0.08 -0.09 0.24
-0.22 0.41 0.38
-0.09 0.02 0.09
0.08 0.02 0.03
0.05 -0.02 -0.01
0.00 -0.02 -0.04
-0.11 -0.95 -1.62
-0.10 -0.28 -0.40
-0.01 0.34 0.62
1.05 0.35 -0.30
-1.20 -0.67 -0.08
0.02 0.05 0.03
-0.04 1.10 1.75
0.02 -0.24 -0.26
-0.05 -0.05 0.01
0.02 0.00 0.03
-0.04 0.04 -0.01
0.09 0.03 -0.08
-0.03 0.04 -0.09
-0.17 -0.34 0.23
0.00 0.07 -0.01
0.04 -0.01 0.00
0.00 -0.03 0.01
0.03 -0.05 -0.01
-0.02 0.01 -0.04
-0.03 0.01 0.03
0.01 0.04 0.00
-0.02 0.04 -0.03
-0.01 -0.06 0.03
0.01 -0.03 0.00
-0.01 -0.01 0.01
0.01 0.01 0.00
-0.04 0.03 0.02
0.03 -0.01 0.03
-0.01 0.01 -0.04
-0.03 0.05 0.02
-0.01 -0.07 -0.03
0.02 0.01 0.03
0.01 0.03 -0.05
0.03 0.02 0.04
-0.02 -0.05 0.00
0.02 0.00 -0.01
0.00 0.01 0.00
0.00 0.00 0.01
0.01 0.00 0.05
-0.03 0.04 0.03
-0.02 -0.04 0.02
0.04 0.00 -0.05
-0.01 0.00 0.05
0.05 -0.02 -0.02
-0.03 0.00 -0.03
0.00 -0.06 0.03
-0.03 0.01 -0.02
0.06 0.00 -0.03
-0.01 0.04 -0.01
-0.01 0.00 0.04
0.03 -0.02 -0.02
0.01 0.05 0.01
0.02 -0.01 0.00
-0.04 -0.01 0.02
0.01 0.02 0.03
-0.06 -0.02 -0.01
0.03 -0.02 -0.03
-0.04 0.01 -0.05
0.03 0.02 0.09
0.12 -0.03 -0.22
-0.16 0.23 0.14
0.63 -0.35 -1.19
-0.03 0.05 0.36
0.05 0.01 -0.22
0.06 0.02 0.20
-0.08 0.00 -0.08
-0.25 0.92 -1.44
-0.05 0.15 -0.08
0.05 -0.08 0.04
1.84 -1.09 -0.16
0.05 -0.04 0.00
-0.02 0.03 0.01
0.01 -0.02 0.05

ORCA calculation (ωB97M-V/def2-TZVPD) on 5 unconnected molecules or ions with the total composition C34H42ClF2N3O12S.

Output
* lowest unoccupied orbital energy: -1.0 eV
* E_tot: -3445.7024 hartree
* total charge: 0
* structure (SMILES): CC[C@H](Cl)c1cc(CCCS)c(F)c2nc(F)c(CCCCn3cccc3)nc12.O=C1OCCO1.O=C1OCCO1.O=C1OCCO1.O=C1OCCO1
* orbital gap: 6.42 eV
* energy above the lowest of the compared OMol25 structures with the same formula, charge and spin: 7.017 eV

CARTESIAN COORDINATES (ANGSTROEM)
1 C 2.2052 -2.7297 4.3694
2 C 1.0896 -1.6455 3.8668
3 C 1.0831 -1.4466 2.2784
4 Cl 0.4978 0.2951 1.9261
5 C 0.0528 -2.4003 1.4927
6 C -1.0619 -3.2012 2.2375
7 C -2.0548 -4.0774 1.3803
8 C -3.1936 -4.9062 2.1373
9 C -4.1885 -3.8470 2.8258
10 C -4.9815 -4.4911 4.1035
11 S -3.6851 -4.6592 5.4666
12 C -1.8819 -4.0914 -0.1491
13 F -2.8163 -4.8901 -0.8963
14 C -0.7469 -3.3125 -0.9379
15 N -0.7338 -3.4787 -2.3676
16 C 0.3142 -2.6753 -2.8836
17 F 0.4760 -2.6957 -4.3173
18 C 1.3244 -1.7976 -2.0909
19 C 2.4530 -1.0049 -2.8970
20 C 2.9332 0.3679 -2.2083
21 C 1.7471 1.3092 -1.6710
22 C 1.2148 2.3926 -2.7378
23 N 1.1259 3.7280 -2.0585
24 C -0.0271 4.2975 -1.3424
25 C 0.2291 5.7385 -0.8003
26 C 1.7286 6.0374 -1.2350
27 C 2.1581 4.7398 -1.9781
28 N 1.2944 -1.7065 -0.6710
29 C 0.2213 -2.4622 -0.0846
30 H 2.5391 -2.4339 5.4343
31 H 1.7880 -3.7913 4.3579
32 H 3.1225 -2.5736 3.7003
33 H 1.4483 -0.6377 4.3147
34 H 0.0635 -1.8362 4.3320
35 H 2.1403 -1.5690 1.8490
36 H -1.2334 -3.1819 3.3635
37 H -2.7223 -5.6225 2.8961
38 H -3.7978 -5.5324 1.3972
39 H -4.9432 -3.4397 2.0548
40 H -3.6239 -2.9233 3.2358
41 H -5.7900 -3.7514 4.4733
42 H -5.4310 -5.5005 3.7999
43 H -2.4179 -4.7808 4.9106
44 H 3.3979 -1.6674 -2.9940
45 H 2.0666 -0.8008 -3.9528
46 H 3.7567 0.1621 -1.4215
47 H 3.4724 0.9715 -3.0402
48 H 2.1873 1.9077 -0.7819
49 H 0.8402 0.7553 -1.2543
50 H 1.8080 2.4312 -3.7143
51 H 0.1190 2.1037 -2.9818
52 H -1.0398 3.8071 -1.1676
53 H -0.4672 6.4204 -0.2131
54 H 2.3450 6.9780 -1.0641
55 H 3.2110 4.6556 -2.4086
56 O 5.7589 4.2815 -3.0552
57 C 5.3611 4.1668 -4.1797
58 O 5.8725 4.8385 -5.2489
59 C 5.2958 4.2683 -6.4153
60 C 4.0246 3.6645 -5.9046
61 O 4.3373 3.3479 -4.5543
62 H 5.1188 5.0325 -7.1743
63 H 5.9831 3.5191 -6.8190
64 H 3.1900 4.3718 -5.9174
65 H 3.7382 2.7682 -6.4573
66 O -0.7209 -2.5048 6.3324
67 C -1.2841 -2.3027 7.3719
68 O -1.3881 -1.0828 7.9657
69 C -2.3069 -1.2162 9.0394
70 C -2.2416 -2.6771 9.3592
71 O -1.9016 -3.2655 8.1117
72 H -2.0115 -0.5907 9.8833
73 H -3.2984 -0.9059 8.6971
74 H -1.4581 -2.9118 10.0859
75 H -3.1928 -3.0665 9.7255
76 O -7.8503 -4.7903 2.4884
77 C -7.7326 -4.9456 1.3054
78 O -6.7682 -4.3574 0.5452
79 C -6.8222 -4.9616 -0.7399
80 C -8.2278 -5.4758 -0.8120
81 O -8.5461 -5.7321 0.5489
82 H -6.6037 -4.2324 -1.5215
83 H -6.0796 -5.7636 -0.7850
84 H -8.9266 -4.7311 -1.2044
85 H -8.3086 -6.3861 -1.4081
86 O 2.5242 8.4881 -7.0277
87 C 3.5126 8.4531 -6.3516
88 O 3.7777 7.4898 -5.4259
89 C 5.1249 7.6700 -5.0110
90 C 5.3831 9.1143 -5.3127
91 O 4.5165 9.3719 -6.4092
92 H 5.2387 7.4392 -3.9505
93 H 5.7643 7.0014 -5.5900
94 H 5.1086 9.7715 -4.4822
95 H 6.4224 9.3040 -5.5856

Force components x, y, z for each atom (eV/Å):
-0.50 1.10 -0.11
1.06 0.58 0.57
-0.93 -1.15 0.18
0.52 -1.01 0.12
-1.95 -1.79 0.15
1.23 0.55 -4.65
2.06 1.03 -2.46
0.04 0.98 -0.62
-0.64 0.31 0.67
1.04 0.55 -1.68
-0.36 -0.08 0.21
0.60 0.58 2.58
2.22 1.87 1.49
-1.23 -0.72 1.64
4.58 4.09 1.44
-1.03 -0.88 1.01
-0.44 0.03 3.66
-0.66 -0.72 1.24
0.04 -0.17 0.37
0.04 0.20 -0.60
0.80 0.52 0.55
-1.20 -0.60 0.84
-0.47 4.33 1.66
0.89 3.32 0.98
3.47 -3.71 -2.86
-2.77 -4.90 -1.16
-0.94 2.93 1.51
-2.92 -2.49 -3.74
-0.83 -0.64 0.66
-0.72 -0.67 -1.64
0.84 1.42 -0.08
-1.25 -0.66 0.90
-0.69 -1.57 -0.88
1.55 0.24 -0.94
-1.73 0.41 0.53
0.52 0.12 -1.77
-0.59 1.15 -1.03
0.99 0.86 0.93
1.19 -0.84 1.12
-0.75 -1.59 -0.73
1.43 -1.42 -0.49
0.58 1.52 0.70
-1.35 0.15 -0.23
-1.67 0.83 0.08
0.45 -0.36 1.49
-1.71 0.28 -1.06
-0.77 -1.02 1.32
-0.81 -0.93 -1.48
1.46 0.52 -0.58
-0.66 0.21 1.56
1.85 0.62 0.13
1.88 0.24 -0.65
1.01 -1.36 -1.02
-0.93 -1.69 -0.34
-1.88 -0.44 0.55
-0.38 -0.03 -1.00
0.32 -0.02 1.10
-0.22 -0.55 0.54
0.27 0.08 -0.89
-0.88 -0.20 -0.50
0.64 0.35 0.20
0.10 0.05 0.18
-0.03 0.04 0.05
0.09 0.00 0.03
0.04 0.00 0.23
-0.47 0.10 0.87
0.30 -0.27 -0.75
0.19 -0.57 -0.36
-0.41 0.67 0.45
-0.28 -0.49 0.72
0.38 0.55 -0.44
0.10 0.02 -0.22
0.06 -0.05 -0.01
-0.03 0.03 -0.06
0.12 -0.11 -0.19
0.15 -0.12 -1.02
-0.17 0.13 1.10
-0.48 -0.21 0.36
0.63 0.05 -0.69
-0.47 -0.23 -0.69
0.42 0.31 0.38
0.06 0.03 0.24
-0.04 0.05 0.02
0.05 -0.03 0.05
-0.08 0.02 0.22
0.88 -0.08 0.56
-1.00 0.11 -0.66
-0.18 0.37 -0.41
0.59 -0.37 0.44
0.56 0.55 0.35
-0.43 -0.45 -0.04
-0.16 -0.11 -0.13
-0.04 0.21 0.09
-0.01 -0.04 -0.06
-0.18 0.06 -0.13

ORCA calculation (ωB97M-V/def2-TZVPD) on a molecular structure, C34H42FeN2OP.

Output
* lowest unoccupied orbital energy (alpha / beta): -5.8 / -7.8 eV
* E_tot: -3110.0194 hartree
* multiplicity: 6
* total charge: +2
* orbital gap (alpha / beta): 8.01 / 6.12 eV

CARTESIAN COORDINATES (ANGSTROEM)
1 Fe 0.4935 -0.5923 -0.4871
2 C -3.3010 -1.4974 5.3486
3 C -3.7103 -2.3995 4.3775
4 C -3.0977 -2.4081 3.1381
5 C -2.0733 -1.5017 2.8658
6 C -1.6475 -0.6109 3.8517
7 C -2.2588 -0.6187 5.0932
8 P -1.2234 -1.5118 1.2539
9 C -2.2910 -2.5198 0.1915
10 C -3.6314 -2.1564 0.0383
11 C -4.4225 -2.8152 -0.8823
12 C -3.8789 -3.8191 -1.6702
13 C -2.5515 -4.1909 -1.5128
14 C -1.7507 -3.5378 -0.5925
15 C 0.2324 -2.5673 1.6120
16 C 0.1744 -3.6412 2.5030
17 C 1.3453 -4.3038 2.8123
18 C 2.5572 -3.8865 2.2899
19 C 2.6092 -2.8349 1.3780
20 C 1.4363 -2.2029 1.0387
21 H -3.8075 -1.4748 6.3007
22 H -4.5132 -3.0937 4.5748
23 H -3.4140 -3.1177 2.3870
24 H -0.8449 0.0846 3.6428
25 H -1.9363 0.0740 5.8564
26 H -4.0499 -1.3728 0.6565
27 H -5.4621 -2.5480 -0.9881
28 H -4.4922 -4.3157 -2.4038
29 H -2.1400 -4.9887 -2.1117
30 H -0.7136 -3.8256 -0.4599
31 H -0.7697 -3.9295 2.9410
32 H 1.3153 -5.1511 3.4801
33 H 3.4772 -4.3583 2.5986
34 H 3.5668 -2.5264 0.9875
35 C 3.2564 -0.9108 -2.0331
36 N 1.8717 -1.2356 -2.3669
37 C 1.6988 -2.6859 -2.4418
38 C 1.4725 -0.5820 -3.6173
39 C -0.0375 -0.6388 -3.8152
40 N -0.7570 -0.1080 -2.6485
41 C -2.1448 -0.5670 -2.7171
42 C -0.7115 1.3594 -2.6693
43 H 3.9527 -1.3178 -2.7738
44 H 3.4981 -1.3291 -1.0579
45 H 3.3901 0.1689 -1.9922
46 H 2.2354 -3.1028 -3.3020
47 H 0.6420 -2.9329 -2.5315
48 H 2.0867 -3.1406 -1.5314
49 H 1.9612 -1.0508 -4.4830
50 H 1.8037 0.4568 -3.5759
51 H -0.3470 -1.6721 -3.9781
52 H -0.3003 -0.0668 -4.7156
53 H -2.6334 -0.2256 -3.6371
54 H -2.7062 -0.1899 -1.8664
55 H -2.1712 -1.6563 -2.6885
56 H -0.9193 1.7513 -3.6712
57 H 0.2709 1.7115 -2.3605
58 H -1.4595 1.7563 -1.9888
59 C 3.2033 7.3712 0.2864
60 C 2.4732 6.0815 0.3373
61 C 3.1471 4.8610 0.4112
62 C 2.4795 3.6543 0.4313
63 C 3.2551 2.3834 0.5319
64 C 1.0538 3.6528 0.3953
65 C 0.3005 2.4500 0.4147
66 O 0.7194 1.2860 0.2504
67 C 0.3540 4.8953 0.3228
68 C -1.1377 4.9608 0.2448
69 C 1.0743 6.0667 0.3058
70 H 4.2703 7.2370 0.4377
71 H 2.8160 8.0624 1.0349
72 H 3.0447 7.8450 -0.6836
73 H 4.2262 4.8618 0.4441
74 H 4.3197 2.5914 0.5902
75 H 3.0612 1.7520 -0.3345
76 H 2.9616 1.8170 1.4149
77 H -0.7789 2.5692 0.5833
78 H -1.5290 4.3265 -0.5465
79 H -1.4510 5.9799 0.0421
80 H -1.5851 4.6585 1.1908
81 H 0.5436 7.0048 0.2480

Force components x, y, z for each atom (eV/Å):
0.05 0.61 -0.41
-0.05 -0.05 -0.04
0.02 0.05 0.08
0.15 0.03 -0.18
0.02 0.51 -0.07
-0.07 -0.08 -0.21
0.00 0.07 0.03
0.28 -0.80 0.03
0.05 0.13 -0.22
0.25 -0.01 0.06
-0.03 0.01 -0.06
0.08 -0.08 0.00
-0.09 -0.02 -0.20
0.02 0.16 0.24
-0.63 0.47 -0.19
0.34 -0.03 -0.28
-0.22 -0.25 0.23
0.01 0.25 -0.24
0.56 0.30 -0.21
-0.73 -0.11 0.06
0.01 -0.01 0.13
-0.05 -0.04 0.06
-0.05 -0.02 0.03
0.04 0.06 0.03
0.02 0.04 0.04
-0.07 0.05 -0.01
-0.11 0.04 -0.03
-0.10 -0.12 -0.07
0.03 -0.10 -0.06
-0.03 -0.09 -0.02
-0.06 -0.02 0.07
0.03 -0.02 0.15
0.08 -0.12 -0.07
0.13 0.02 -0.07
0.36 0.03 0.02
-0.54 0.42 1.05
0.00 -0.32 -0.03
-0.37 0.20 -0.15
0.45 -0.13 0.04
0.28 -0.24 0.51
-0.34 -0.12 0.03
0.07 0.11 -0.05
-0.01 0.00 0.01
0.08 -0.04 0.01
-0.01 0.02 -0.03
-0.01 0.02 0.03
-0.02 -0.08 -0.02
-0.02 -0.04 -0.03
0.04 0.03 0.16
0.05 -0.01 0.00
-0.06 0.07 0.01
-0.02 -0.13 0.07
0.03 0.02 0.01
-0.02 0.05 0.05
-0.03 0.04 0.01
-0.06 -0.03 0.03
0.05 0.12 -0.05
-0.01 0.04 0.14
0.12 0.20 -0.02
-0.34 -0.44 0.10
-0.03 0.01 -0.08
-0.23 0.08 0.02
0.17 -0.06 -0.05
0.38 0.03 -0.05
-0.58 0.58 -0.02
0.48 -1.04 -0.37
0.18 -0.18 0.11
-0.11 0.07 0.06
0.11 -0.08 -0.09
0.04 0.04 0.01
0.02 0.01 0.05
0.03 0.02 -0.05
0.13 -0.01 0.03
0.05 0.00 0.00
0.10 -0.03 0.00
0.01 -0.07 0.03
0.08 -0.08 -0.07
-0.12 -0.02 -0.06
-0.07 0.04 0.00
-0.13 -0.04 0.04
-0.06 0.13 -0.02